# 1
The following is a DFT calculation (ωB97M-V/def2-TZVPD) of C16H24AsCaF9O11 as an isolated structure at a distorted geometry.

```
! wB97M-V def2-TZVPD RIJCOSX def2/J DEFGRID3
* xyz 0 1
Ca -1.718 22.853 -7.907
As -4.566 24.831 -7.413
F -5.668 24.903 -6.083
F -3.280 25.148 -6.277
F -3.271 24.729 -8.600
F -5.762 24.404 -8.548
F -4.831 26.486 -7.701
F -4.383 23.089 -7.090
C -0.025 25.622 -7.282
O 0.985 26.417 -7.866
O -0.421 24.702 -8.163
C 0.269 25.079 -5.882
F -0.711 24.246 -5.447
F 1.412 24.357 -5.868
F 0.420 26.059 -4.989
C 1.489 27.522 -7.132
C 2.385 28.263 -8.125
H 3.035 29.000 -7.653
H 3.036 27.537 -8.609
H 1.727 28.780 -8.822
H 2.121 27.115 -6.341
H 0.718 28.208 -6.777
H -0.868 26.337 -7.146
C -8.740 23.858 -4.771
C -9.527 25.061 -4.347
C -8.705 26.299 -3.962
O -9.476 27.363 -4.502
C -10.365 26.892 -5.412
O -11.101 27.588 -6.021
O -10.336 25.544 -5.443
H -8.189 23.511 -3.891
H -8.006 24.092 -5.540
H -9.420 23.074 -5.096
H -10.280 24.874 -3.577
H -7.746 26.243 -4.485
H -8.578 26.405 -2.891
C -4.840 27.278 -3.287
C -3.848 28.167 -3.987
C -4.067 28.324 -5.504
O -4.062 29.755 -5.672
C -3.994 30.387 -4.488
O -4.053 31.556 -4.327
O -3.882 29.497 -3.468
H -5.877 27.609 -3.338
H -4.592 27.242 -2.220
H -4.771 26.232 -3.593
H -2.834 27.804 -3.802
H -5.016 27.982 -5.901
H -3.237 27.809 -5.982
C -6.953 21.094 -6.141
C -5.678 20.539 -5.477
C -5.374 20.982 -4.044
O -5.430 19.796 -3.265
C -5.659 18.725 -4.060
O -5.737 17.597 -3.709
O -5.844 19.125 -5.341
H -6.811 21.479 -7.146
H -7.402 21.918 -5.578
H -7.735 20.340 -6.048
H -4.935 20.812 -6.226
H -6.074 21.731 -3.675
H -4.374 21.415 -3.988
*
```

Largest force on an atom: 3.27 eV Å⁻¹
HOMO: -0.362 Ha

Atom charges from the Löwdin analysis, given in e for atoms 1 to 5: 1.643 0.715 -0.235 -0.250 -0.307

---

# 2
The following is a DFT calculation (ωB97M-V/def2-TZVPD) of C16H24BBrFeNO3 as an isolated structure at a distorted geometry.

```
! wB97M-V def2-TZVPD RIJCOSX def2/J DEFGRID3
* xyz 2 6
O -3.534 -2.840 3.921
C -3.327 -2.988 2.782
Fe -3.160 -2.819 1.042
C -4.939 -2.671 0.795
O -6.093 -2.513 0.774
C -3.150 -1.042 1.223
O -3.435 0.028 1.575
C -2.373 -2.509 -1.840
C -1.165 -1.999 -1.498
C -0.643 -1.861 -0.098
C -1.197 -2.780 0.975
C -1.568 -4.151 0.770
C -2.497 -4.447 -0.203
C -3.130 -3.401 -0.943
H -2.878 -2.209 -2.780
H -0.618 -1.357 -2.203
H 0.479 -1.944 -0.016
H -0.832 -2.485 1.975
H -1.298 -4.920 1.496
H -2.897 -5.444 -0.333
H -4.161 -3.614 -1.280
C 1.180 2.920 -2.252
C 0.790 2.262 -0.959
N 1.957 2.397 0.009
C 3.187 1.690 -0.606
C 2.809 0.269 -0.998
C 2.323 3.869 0.287
C 3.147 3.806 1.562
B 1.610 1.832 1.401
Br -0.231 1.970 1.946
H -0.964 -0.867 0.212
H 0.352 2.767 -2.952
H 1.339 3.994 -2.098
H 2.084 2.475 -2.687
H -0.089 2.713 -0.484
H 0.607 1.181 -1.093
H 3.540 2.278 -1.468
H 3.955 1.758 0.172
H 3.709 -0.244 -1.362
H 2.408 -0.303 -0.151
H 2.083 0.225 -1.825
H 2.907 4.261 -0.558
H 1.407 4.479 0.399
H 3.232 4.784 2.047
H 2.673 3.089 2.290
H 4.153 3.450 1.294
H 2.249 0.908 1.742
*
```

Largest force on an atom: 7.54 eV Å⁻¹
Relative energy (zero: lowest compared OMol25 entry of this formula, charge and spin): 321.1 kJ/mol
HOMO (spin up / spin down): -0.445 / -0.581 Ha

Atom charges from the natural (NBO) analysis, given in e for atoms 1 to 5: -0.376 0.588 0.072 0.654 -0.348

---

# 3
The following is a DFT calculation (ωB97M-V/def2-TZVPD) of C16H24BaF12NO12PS2 as an isolated structure at a distorted geometry.

```
! wB97M-V def2-TZVPD RIJCOSX def2/J DEFGRID3
* xyz 0 1
Ba 0.007 0.143 0.764
P -1.875 -3.439 2.853
F -3.256 -3.382 3.800
F -1.296 -4.631 3.791
F -2.590 -4.584 1.931
F -0.599 -3.336 1.802
F -2.499 -2.332 1.884
F -1.254 -2.229 3.696
C 3.585 4.623 2.065
F 4.693 4.120 2.662
F 3.410 5.965 2.211
F 3.578 4.388 0.766
S 2.025 3.723 2.773
O 1.472 4.633 3.803
O 1.090 3.504 1.624
N 2.427 2.089 3.293
S 2.933 2.292 4.753
O 3.633 3.529 5.088
O 1.926 2.005 5.744
C 4.321 0.899 4.825
F 4.739 0.687 6.027
F 3.872 -0.322 4.347
F 5.317 1.287 4.024
C -2.817 1.697 3.884
O -2.724 1.818 2.438
C -3.974 2.079 1.842
C -3.669 2.721 0.465
O -2.707 2.044 -0.305
C -2.503 2.618 -1.589
H -1.923 1.777 4.504
H -3.214 0.710 4.120
H -3.523 2.410 4.311
H -4.557 2.774 2.447
H -4.478 1.127 1.676
H -3.342 3.718 0.759
H -4.549 2.869 -0.160
H -2.337 3.695 -1.632
H -3.384 2.414 -2.197
H -1.724 2.093 -2.141
C 2.515 2.030 -2.780
O 2.529 0.943 -1.788
C 3.730 0.200 -1.935
C 4.090 -0.439 -0.611
O 3.046 -1.379 -0.345
C 3.272 -2.638 -0.956
H 1.762 2.787 -2.561
H 2.319 1.587 -3.756
H 3.450 2.586 -2.848
H 4.514 0.896 -2.234
H 3.529 -0.563 -2.686
H 4.095 0.334 0.158
H 5.133 -0.743 -0.701
H 4.303 -2.948 -0.785
H 2.993 -2.847 -1.988
H 2.674 -3.348 -0.385
C -2.543 -4.339 -3.415
C -3.244 -5.004 -4.346
C -3.457 -4.465 -5.690
O -4.292 -5.013 -6.440
C -2.787 -3.223 -5.959
C -2.142 -2.516 -4.968
C -1.942 -3.036 -3.618
O -1.392 -2.520 -2.673
O -1.566 -1.290 -5.216
O -3.858 -6.179 -4.125
H -2.464 -4.809 -2.446
H -2.955 -2.591 -6.819
H -1.203 -1.302 -6.105
H -4.348 -6.368 -4.928
*
```

Largest force on an atom: 4.80 eV Å⁻¹
Relative energy (zero: lowest compared OMol25 entry of this formula, charge and spin): 710.0 kJ/mol
HOMO: -0.352 Ha

Atom charges from the natural (NBO) analysis, given in e for atoms 1 to 5: 1.934 2.596 -0.595 -0.562 -0.586

---

# 4
The following is a DFT calculation (ωB97M-V/def2-TZVPD) of a 4-piece molecular cluster, C16H24BrClN2O5 overall at a distorted geometry.

```
! wB97M-V def2-TZVPD RIJCOSX def2/J DEFGRID3
* xyz 0 1
H -3.138 2.897 -1.787
N -3.666 3.349 -1.016
C -2.977 3.213 0.108
C -1.542 2.446 0.163
C -1.781 0.966 -0.444
C -3.129 0.284 -0.013
C -3.403 -1.123 -0.575
C -2.411 -1.823 -1.540
C -1.084 -1.168 -1.968
Br 0.119 -2.125 -3.206
C -0.745 0.257 -1.393
C 0.652 0.986 -1.767
C 1.855 0.077 -1.135
C 3.119 0.966 -0.670
Cl 1.309 -0.849 0.378
C -3.060 -3.233 -1.877
O -2.513 -4.227 -2.419
N -4.466 -3.199 -1.380
C -4.599 -2.147 -0.364
O -5.451 -1.967 0.535
H -3.402 3.674 1.073
H -0.864 3.056 -0.540
H -1.124 2.404 1.233
H -3.884 0.750 0.694
H 0.750 2.003 -1.252
H 0.778 1.145 -2.888
H 2.226 -0.627 -1.968
H 3.899 0.210 -0.282
H 3.547 1.626 -1.495
H 2.796 1.560 0.261
H -4.629 -4.141 -0.969
C 5.817 0.032 2.333
O 4.552 0.487 1.867
H 6.547 0.830 2.208
H 5.747 -0.231 3.391
H 6.131 -0.838 1.751
H 3.926 -0.239 1.989
C 9.715 1.686 1.515
O 8.875 0.608 1.902
H 9.094 2.556 1.300
H 10.405 1.927 2.328
H 10.277 1.413 0.618
H 9.448 -0.147 2.086
C -9.285 -2.171 0.693
O -8.313 -2.079 -0.335
H -10.209 -1.708 0.346
H -9.474 -3.222 0.930
H -8.930 -1.646 1.584
H -7.504 -2.496 -0.003
*
```

Largest force on an atom: 5.08 eV Å⁻¹
Structure (SMILES): [H]/N=C\Cc1cc2c(c(Br)c1C[C@@H](C)Cl)C(=O)NC2=O.CO.CO.CO
HOMO: -0.341 Ha

Atom charges from the natural (NBO) analysis, given in e for atoms 1 to 5: 0.331 -0.585 0.119 -0.522 0.015

---

# 5
The following is a DFT calculation (ωB97M-V/def2-TZVPD) of the molecule C16H24N2O3.

```
! wB97M-V def2-TZVPD RIJCOSX def2/J DEFGRID3
* xyz 0 1
C 3.494 2.424 2.355
O 3.349 1.834 1.092
C 4.300 2.289 0.153
C 4.063 1.612 -1.193
C 4.358 0.104 -1.151
N 3.432 -0.690 -0.370
C 2.122 -0.885 -0.970
C 1.400 -1.974 -0.168
O 2.234 -3.097 -0.009
C 0.118 -2.440 -0.874
O -0.836 -1.419 -1.025
C -1.641 -1.085 0.026
C -1.622 -1.652 1.288
C -2.515 -1.241 2.283
C -3.453 -0.258 2.064
C -3.479 0.316 0.798
N -4.285 1.290 0.281
C -3.941 1.525 -1.029
C -4.672 2.540 -1.834
C -2.906 0.706 -1.369
C -2.590 -0.078 -0.223
H 3.379 3.514 2.300
H 4.476 2.198 2.791
H 2.711 2.009 2.987
H 4.215 3.383 0.043
H 5.318 2.066 0.515
H 3.025 1.772 -1.488
H 4.710 2.084 -1.933
H 5.356 -0.050 -0.727
H 4.360 -0.291 -2.172
H 3.318 -0.249 0.540
H 2.271 -1.237 -1.996
H 1.494 0.017 -0.996
H 1.142 -1.562 0.823
H 3.139 -2.747 0.013
H -0.291 -3.305 -0.341
H 0.373 -2.755 -1.891
H -0.916 -2.429 1.532
H -2.457 -1.717 3.250
H -4.139 0.052 2.838
H -5.023 1.760 0.777
H -4.256 2.585 -2.836
H -5.730 2.286 -1.907
H -4.592 3.527 -1.378
H -2.416 0.651 -2.319
*
```

Largest force on an atom: 0.74 eV Å⁻¹
Relative energy (zero: lowest compared OMol25 entry of this formula, charge and spin): 161.0 kJ/mol
Structure (SMILES): COCCCNC[C@H](O)COc1cccc2[nH]c(C)cc12
HOMO: -0.271 Ha

Atom charges from the natural (NBO) analysis, given in e for atoms 1 to 5: -0.244 -0.557 -0.060 -0.439 -0.207

---

# 6
The following is a DFT calculation (ωB97M-V/def2-TZVPD) of the molecule C16H24N2O3.

```
! wB97M-V def2-TZVPD RIJCOSX def2/J DEFGRID3
* xyz 0 1
C -7.332 -0.631 0.602
O -6.322 -1.601 0.487
C -5.253 -1.243 -0.358
C -4.340 -0.154 0.212
C -3.110 0.053 -0.665
N -2.230 1.043 -0.072
C -1.060 1.326 -0.878
C -0.138 2.316 -0.150
O 0.821 2.859 -1.022
C 0.492 1.622 1.074
O 1.335 0.553 0.705
C 2.675 0.758 0.520
C 3.338 1.971 0.555
C 4.720 2.049 0.361
C 5.489 0.934 0.119
C 4.829 -0.289 0.072
N 5.306 -1.549 -0.147
C 4.269 -2.450 -0.096
C 4.516 -3.902 -0.302
C 3.110 -1.778 0.156
C 3.436 -0.398 0.269
H -8.150 -1.104 1.143
H -7.688 -0.311 -0.386
H -6.997 0.249 1.161
H -4.682 -2.166 -0.491
H -5.640 -0.926 -1.340
H -4.888 0.788 0.288
H -4.021 -0.443 1.215
H -3.429 0.332 -1.687
H -2.547 -0.883 -0.739
H -2.748 1.904 0.084
H -1.311 1.744 -1.870
H -0.519 0.387 -1.030
H -0.726 3.171 0.203
H 1.413 2.149 -1.302
H -0.322 1.171 1.648
H 1.020 2.347 1.701
H 2.800 2.892 0.717
H 5.187 3.021 0.400
H 6.556 1.003 -0.031
H 6.268 -1.787 -0.316
H 3.582 -4.450 -0.227
H 4.950 -4.085 -1.286
H 5.208 -4.286 0.448
H 2.132 -2.202 0.256
*
```

Largest force on an atom: 0.74 eV Å⁻¹
Relative energy (zero: lowest compared OMol25 entry of this formula, charge and spin): 182.6 kJ/mol
Structure (SMILES): COCCCNC[C@H](O)COc1cccc2[nH]c(C)cc12
HOMO: -0.275 Ha

Atom charges from the natural (NBO) analysis, given in e for atoms 1 to 5: -0.250 -0.533 -0.052 -0.433 -0.206